Model a:
13 unconnected molecules or ions with the total composition H26O13, computed with the ωB97M-V functional and the def2-TZVPD basis.

The geometry in XYZ format:
```
39
Properties=species:S:1:pos:R:3
H -0.0086 0.3711 0.3670
H 0.6480 -0.4654 -0.6548
H 3.8785 -1.6468 0.0999
H 2.3753 -1.3466 -0.4947
H -1.4866 1.0016 3.4491
H -0.7936 0.2060 2.2480
H 1.5040 1.1444 -0.9092
H 0.6472 1.7285 -1.8637
H 2.5273 0.3691 0.6919
H 3.3851 1.3014 1.3199
H 0.2601 -2.2200 2.8104
H 0.9521 -3.4390 3.1013
H -2.0198 4.8063 1.6482
H -0.7073 4.4257 0.7315
H -0.8072 -1.1145 -4.8848
H -1.0642 0.0492 -4.1514
H -4.4555 2.4433 2.6359
H -3.8739 1.1818 1.8408
H 1.3968 3.0999 0.4434
H 1.7456 4.5736 0.3856
H 0.9244 -3.2261 -3.1818
H -0.1811 -2.4838 -3.7818
H -2.7110 -2.5725 -0.4907
H -1.4695 -2.1682 -1.4483
H -0.1504 -2.7408 -0.7299
H 0.3998 -3.0200 0.6493
O -0.2094 -0.3599 -0.1936
O 2.9853 -2.0072 -0.0191
O -1.5055 0.2098 2.9311
O 1.5557 1.3908 -1.8947
O 2.5368 1.2854 0.9987
O 1.1067 -2.5537 3.1532
O -1.6656 4.4076 0.7595
O -1.0234 -0.8413 -3.9813
O -4.6181 1.7170 1.9427
O 1.4733 3.9047 0.9487
O 0.3810 -2.4164 -3.0887
O -2.3205 -2.6539 -1.3664
O 0.3880 -2.3409 -0.0212
```

Output
Orbital gap: 0.3734 Ha
E_HOMO: -10.23 eV
M: 234.195 u

Want to see where the charge sits? The Mulliken charges in e are: H 0.32; H 0.26; H 0.28; H 0.32; H 0.30; H 0.29; H 0.04; H 0.42; H 0.26; H 0.24; H 0.28; H 0.29; H 0.31; H 0.36; H 0.28; H 0.25; H 0.31; H 0.33; H 0.39; H 0.31; H 0.27; H 0.29; H 0.35; H 0.28; H 0.20; H 0.10; O -0.39; O -0.59; O -0.64; O -0.60; O -0.50; O -0.59; O -0.64; O -0.57; O -0.63; O -0.67; O -0.48; O -0.68; O -0.34

=====

Model b:
13 unconnected molecules or ions with the total composition H26O13, computed with the ωB97M-V functional and the def2-TZVPD basis.

The geometry in XYZ format:
```
39
Properties=species:S:1:pos:R:3
H 0.7978 0.7095 -0.0445
H -0.6985 0.9221 -0.3053
H 2.8516 0.6617 3.2037
H 2.4382 1.4278 4.5218
H 2.6178 -3.1785 -1.0682
H 1.4970 -2.9989 -0.2322
H -4.0406 1.2712 2.0337
H -2.9558 2.1931 1.4692
H 4.4166 -1.8587 0.3882
H 5.6671 -2.3554 -0.3575
H 4.8438 1.8440 -1.0638
H 5.8738 0.7294 -0.8767
H -4.7472 -0.9301 -3.6931
H -3.7213 0.0053 -2.9404
H 3.2136 3.6382 -1.8019
H 2.2591 4.6754 -1.2343
H -4.6898 -0.3060 0.6843
H -4.2743 -1.2647 -0.5649
H -2.2432 -2.9233 0.7654
H -1.7978 -2.7242 2.2277
H -3.8582 2.8081 -2.2872
H -3.3934 2.2526 -0.9324
H 2.2250 -1.7479 -3.8296
H 1.2881 -1.2480 -2.7253
H -0.6032 0.3937 2.4892
H -1.1543 0.9693 3.8016
O -0.0260 0.2651 -0.0798
O 3.0079 0.7363 4.1058
O 1.9197 -3.7238 -0.7338
O -3.8723 2.1440 1.7812
O 5.0952 -1.5122 -0.1624
O 5.6226 1.5978 -0.5429
O -4.2565 -0.8517 -2.9101
O 2.6167 4.2733 -2.0552
O -4.9752 -1.0404 0.1396
O -2.3561 -3.2859 1.6465
O -4.1097 2.6763 -1.4221
O 1.9539 -1.8481 -2.9207
O -0.8467 0.1985 3.4505
```

Output
Orbital gap: 0.3644 Ha
E_HOMO: -11.07 eV
M: 234.195 u

Want to see where the charge sits? The Mulliken charges in e are: H 0.32; H 0.30; H 0.28; H 0.32; H 0.27; H 0.29; H 0.30; H 0.27; H 0.29; H 0.33; H 0.28; H 0.32; H 0.29; H 0.32; H 0.31; H 0.32; H 0.28; H 0.27; H 0.30; H 0.31; H 0.29; H 0.27; H 0.29; H 0.28; H 0.32; H 0.29; O -0.64; O -0.60; O -0.58; O -0.57; O -0.61; O -0.61; O -0.58; O -0.63; O -0.57; O -0.61; O -0.56; O -0.55; O -0.59

=====

Model c:
13 unconnected molecules or ions with the total composition H26O13, computed with the ωB97M-V functional and the def2-TZVPD basis.

The geometry in XYZ format:
```
39
Properties=species:S:1:pos:R:3
O -0.8965 1.0785 -2.6329
H -0.2415 1.9195 -2.7179
H -1.3035 1.3505 -3.3999
O -2.7805 0.1365 1.1031
H -2.6715 0.7725 0.5111
H -3.4445 0.5395 1.9121
O 2.6615 -0.7015 -2.8809
H 2.5825 -0.2115 -3.5929
H 2.1495 -0.2555 -2.3379
O 1.8705 1.1305 -1.3009
H 2.8155 1.4385 -1.2289
H 1.7175 1.9395 -1.7579
O -2.1695 2.2905 -0.4969
H -1.9405 1.8495 -1.3129
H -1.4425 2.7395 -0.1659
O -0.9665 -0.4435 3.1221
H -0.0545 -0.3305 3.1021
H -1.3245 -0.2275 2.3351
O -0.0385 3.1205 0.8301
H 0.5395 3.5985 1.5841
H 0.5665 2.5555 0.4101
O -0.1785 -0.5135 0.3091
H 0.1375 0.2095 -0.2119
H -1.0685 -0.3125 0.6381
O -0.4135 -2.6225 -1.8989
H 0.3535 -2.8025 -2.4099
H -0.1855 -1.9245 -1.4349
O 1.7225 0.4235 2.9141
H 2.0575 0.2395 3.8571
H 1.8815 -0.1045 2.0721
O 0.3365 -2.9345 0.9611
H 0.5505 -2.2555 0.2701
H 1.0185 -2.7525 1.7541
O -3.8015 -2.2855 0.3501
H -3.5665 -1.3975 0.4991
H -3.1695 -2.9565 0.0751
O 2.7305 -0.8645 0.7851
H 3.4295 -1.2995 0.2541
H 2.5385 -0.1365 0.1331
```

Output
Orbital gap: 0.3069 Ha
E_HOMO: -9.69 eV
M: 234.195 u

Want to see where the charge sits? The Mulliken charges in e are: O -0.57; H 0.31; H 0.26; O -0.81; H 0.33; H 0.34; O -0.55; H 0.26; H 0.36; O -0.58; H 0.33; H 0.20; O -0.74; H 0.37; H 0.43; O -0.66; H 0.38; H 0.15; O -0.72; H 0.33; H 0.24; O 0.57; H -0.07; H 0.13; O -0.56; H 0.33; H 0.22; O -0.74; H 0.30; H 0.52; O -0.63; H 0.18; H 0.30; O -0.68; H 0.38; H 0.31; O -0.73; H 0.35; H 0.15

=====

The computed energies, referenced to the most stable structure and given in eV, are model a 1.383; model b 0.000; model c 1.849.